(1)
Density functional theory data (ωB97M-V/def2-TZVPD) for a cluster of 4 separate species, C34H60IN5O8S in total.

Each line ends with the Mulliken charge.
Atoms and positions in Å:
C1 4.5601 3.3742 0.2430  -1.378
C2 4.7770 1.8811 0.4442  -0.122
I1 6.7645 1.5941 1.2165  0.003
C3 3.7573 1.1756 1.3733  -1.347
C4 2.3934 1.8109 1.3133  0.284
C5 2.1051 2.7896 2.2630  -0.526
C6 0.8885 3.4446 2.2739  -0.844
C7 -0.0946 3.1574 1.3333  0.052
C8 0.1812 2.1761 0.3873  1.187
C9 1.4089 1.4860 0.3765  -0.416
C10 1.6764 0.4115 -0.6503  -1.071
O1 0.6704 -0.6145 -0.7048  -0.161
N1 0.2086 -0.9238 0.5817  0.160
O2 -0.8922 -1.3029 0.5295  -0.255
S1 -1.0137 1.7741 -0.8657  0.423
C11 -2.5065 2.4053 -0.1490  0.857
C12 -3.7082 1.9121 -0.6540  -0.858
C13 -4.9146 2.3831 -0.1581  -0.995
C14 -4.8955 3.3479 0.8447  -0.608
C15 -3.6942 3.8207 1.3518  -0.479
C16 -2.4747 3.3584 0.8570  0.012
N2 -1.2898 3.9174 1.3977  -0.173
H1 4.6617 3.9147 1.1803  0.376
H2 3.6093 3.5922 -0.2365  0.276
H3 5.3394 3.7413 -0.4222  0.497
H4 4.7165 1.4018 -0.5296  0.414
H5 4.1072 1.2343 2.3991  0.491
H6 3.7464 0.1232 1.1083  0.480
H7 2.8561 3.0556 2.9925  0.468
H8 0.7102 4.2010 3.0248  0.518
H9 1.7257 0.8490 -1.6461  0.218
H10 2.6282 -0.0765 -0.4716  0.417
H11 -3.6602 1.1643 -1.4331  0.432
H12 -5.8354 1.9911 -0.5608  0.475
H13 -5.8444 3.7188 1.2007  0.386
H14 -3.7268 4.5747 2.1242  0.477
H15 -1.1554 4.8801 1.1247  0.265
C17 -3.0794 1.4030 -8.7776  -0.698
O3 -2.1288 0.6228 -8.0820  -0.320
C18 -0.7769 1.0251 -8.2551  -0.831
C19 -0.2223 1.7218 -7.0278  -0.072
N3 -0.8154 3.0383 -6.8314  -0.313
C20 -0.5738 3.6446 -5.5225  -1.196
C21 -0.9812 2.8945 -4.2566  0.016
O4 -2.3741 2.7885 -4.0337  -0.388
C22 -3.0435 1.7991 -4.7931  -0.623
H16 -4.0149 0.8457 -8.7875  0.232
H17 -3.2655 2.3657 -8.2888  0.287
H18 -2.7694 1.5822 -9.8110  0.328
H19 -0.6608 1.6435 -9.1505  0.395
H20 -0.1999 0.1090 -8.4070  0.392
H21 0.8598 1.8350 -7.1487  0.367
H22 -0.3961 1.0555 -6.1736  0.102
H23 -1.8124 2.9815 -6.9829  0.152
H24 -1.1111 4.5964 -5.5191  0.414
H25 0.4925 3.8844 -5.4498  0.417
H26 -0.6036 3.4729 -3.4106  0.307
H27 -0.5094 1.9065 -4.1787  0.262
H28 -2.4304 0.9036 -4.9228  0.280
H29 -3.3527 2.1867 -5.7668  0.204
H30 -3.9457 1.5230 -4.2462  0.341
C23 -7.6502 -4.4837 0.4686  -0.703
O5 -7.2211 -3.1418 0.5701  -0.329
C24 -6.2528 -2.8951 1.5828  -0.878
C25 -4.8657 -2.6718 1.0140  0.144
N4 -4.2920 -3.8953 0.4664  -0.360
C26 -3.1039 -3.7022 -0.3671  -0.833
C27 -3.1887 -2.7768 -1.5785  0.364
O6 -3.9675 -3.2594 -2.6597  -0.503
C28 -5.3677 -3.1337 -2.5095  -0.508
H31 -8.5596 -4.4920 -0.1308  0.231
H32 -6.9115 -5.1201 -0.0307  0.287
H33 -7.8772 -4.9056 1.4519  0.327
H34 -6.2530 -3.6943 2.3304  0.419
H35 -6.5594 -1.9723 2.0827  0.399
H36 -4.2150 -2.3032 1.8128  0.335
H37 -4.9508 -1.8785 0.2606  -0.055
H38 -4.9928 -4.3822 -0.0736  0.155
H39 -2.8167 -4.6913 -0.7331  0.367
H40 -2.2914 -3.3564 0.2757  0.359
H41 -2.1763 -2.6834 -1.9780  0.342
H42 -3.4991 -1.7588 -1.3117  -0.215
H43 -5.6387 -2.2080 -1.9947  0.208
H44 -5.7910 -3.9920 -1.9822  0.171
H45 -5.8027 -3.1128 -3.5091  0.315
C29 7.9034 -0.9062 7.5035  -0.688
O7 8.0374 -2.0903 6.7443  -0.324
C30 7.3027 -3.2049 7.2324  -0.818
C31 6.0820 -3.5063 6.3849  -0.134
N5 5.0493 -2.4888 6.5312  -0.319
C32 3.9811 -2.5321 5.5334  -0.853
C33 4.3333 -2.4498 4.0500  -0.494
O8 4.8002 -1.1895 3.6096  -0.288
C34 6.1542 -0.8905 3.9112  0.314
H46 8.7020 -0.2311 7.1993  0.233
H47 6.9481 -0.4018 7.3222  0.278
H48 8.0041 -1.1052 8.5742  0.330
H49 7.0333 -3.0697 8.2844  0.397
H50 7.9726 -4.0665 7.1693  0.389
H51 5.6724 -4.4734 6.6931  0.369
H52 6.4265 -3.6036 5.3478  0.144
H53 5.4762 -1.5738 6.5087  0.119
H54 3.3164 -1.6928 5.7527  0.395
H55 3.3990 -3.4450 5.6970  0.425
H56 3.4049 -2.6193 3.4983  0.350
H57 5.0230 -3.2426 3.7349  0.354
H58 6.7929 -1.7745 3.8359  0.314
H59 6.2447 -0.4408 4.9038  0.147
H60 6.4801 -0.1522 3.1739  -0.672

Forces on the atoms, in the same order (eV/Å):
C 0.6549 -0.0608 -0.1157
C -0.7644 0.1328 0.0129
I 0.0150 0.1151 -0.5139
C 0.3327 0.3121 -0.1330
C -0.2392 -0.0302 0.1895
C -0.1605 0.0961 -0.3027
C 0.2695 -0.0864 0.0740
C 0.4894 0.2456 0.2735
C -0.3313 -0.3373 -0.3010
C 0.0273 0.0304 0.2208
C 0.2634 -0.1238 0.2360
O -0.2843 0.2757 -0.3539
N 0.0436 0.2390 0.1274
O 0.0255 -0.3583 0.0388
S -0.0177 0.3131 0.0259
C 0.4245 -0.2195 -0.1113
C 0.1276 0.1185 0.3022
C 0.5554 -0.0152 -0.0590
C -0.1299 -0.2078 -0.3349
C -0.3805 -0.1068 -0.1860
C -0.6852 0.4092 0.1872
N 0.0686 -0.5151 -0.4978
H -0.2152 0.1098 0.0823
H -0.2268 -0.0707 0.1577
H 0.0579 0.1075 -0.0337
H 0.3968 -0.1251 -0.0832
H -0.0090 -0.0411 0.1351
H -0.0277 -0.1614 0.1865
H 0.0473 -0.0331 0.1051
H -0.1909 0.0422 0.0291
H -0.2507 -0.1470 -0.1845
H 0.1878 0.0812 0.0645
H -0.1101 -0.0576 -0.0680
H -0.1587 0.0589 0.0419
H 0.0210 0.1516 0.2288
H 0.2363 0.0290 0.1283
H -0.0025 0.0750 0.1161
C -0.0237 -0.1047 0.0623
O -0.0504 0.1649 -0.0792
C 0.2035 -0.2109 0.0762
C -0.1870 0.1349 0.0325
N -0.0517 -0.1302 0.1104
C -0.1456 0.1012 -0.2196
C 0.1475 0.0644 0.1431
O -0.0162 -0.0247 -0.0482
C -0.0459 0.1141 0.1813
H 0.0192 -0.0266 0.0218
H 0.0218 0.0548 -0.0749
H 0.0054 0.0388 -0.0037
H -0.0689 0.0879 0.0375
H 0.0018 0.0103 -0.0393
H 0.0133 -0.0061 0.0217
H 0.0860 -0.0836 -0.0204
H -0.0192 -0.0261 -0.0002
H 0.0677 0.0397 0.0404
H 0.0196 -0.0608 0.0504
H -0.0062 -0.0006 0.0028
H -0.0520 -0.0485 -0.1178
H 0.0243 0.0018 -0.0866
H 0.0416 -0.1257 -0.0886
H 0.0128 0.0198 0.0260
C -0.0443 0.0974 -0.0656
O 0.0256 -0.1793 0.0330
C 0.0393 0.2907 0.0755
C -0.0075 -0.2040 -0.1333
N -0.0694 0.1348 -0.0988
C -0.1442 -0.2464 0.0681
C 0.2497 0.1012 -0.0649
O -0.0616 -0.0247 0.0558
C 0.1405 -0.0486 -0.1771
H 0.0060 0.0374 -0.0034
H 0.0116 -0.0635 0.0710
H 0.0247 -0.0297 0.0062
H 0.0278 -0.0865 -0.0756
H -0.0114 -0.0243 0.0307
H 0.0192 0.0322 -0.0155
H -0.0068 0.1021 0.0805
H -0.0320 0.0234 -0.0200
H 0.0602 0.0189 -0.0057
H -0.0046 0.0882 -0.0263
H 0.0050 -0.0040 0.0116
H -0.1156 -0.0425 0.0691
H -0.0302 -0.0340 0.0902
H -0.1062 0.0805 0.1020
H 0.0345 0.0057 -0.0098
C 0.0760 -0.0148 -0.0945
O -0.0958 0.1031 0.1195
C 0.0882 -0.2652 -0.1106
C -0.0717 0.2216 -0.0086
N 0.0972 0.0130 -0.1537
C 0.0075 0.1282 0.2212
C -0.1571 -0.1069 -0.1187
O 0.0487 0.0013 0.0343
C -0.1821 0.1714 -0.1497
H 0.0089 -0.0278 -0.0262
H -0.0294 0.0009 0.0894
H -0.0343 0.0085 0.0162
H -0.0669 0.0953 -0.0171
H 0.0027 0.0020 0.0417
H -0.0049 -0.0163 -0.0224
H 0.0524 -0.1084 0.0043
H 0.0317 0.0063 -0.0135
H -0.0647 -0.0463 -0.0140
H 0.0272 -0.0411 -0.0623
H -0.0032 0.0147 0.0025
H 0.1086 0.0434 0.0918
H -0.0024 -0.0228 0.0911
H 0.1399 -0.1045 0.0479
H -0.0444 -0.3102 0.3211

For the HOMO energy, the calculation gives -7.67 eV. As for the total energy: -78990.7170 eV. The total charge is 0. The calculation puts the orbital gap at 0.291 Eh.

=====

(2)
Density functional theory data (ωB97M-V/def2-TZVPD) for a cluster of 9 separate species, C34H60N13O12S2 in total at a distorted geometry.

Each line ends with the Mulliken charge.
Atoms and positions in Å:
C1 3.0072 -5.9893 1.8866  -0.930
S1 2.4579 -4.3901 2.6595  1.284
O1 3.5351 -3.9077 3.5468  -0.691
O2 1.2158 -4.6752 3.3923  -0.606
C2 2.1498 -3.2540 1.2512  -0.609
N1 3.1627 -2.4487 0.6337  0.064
C3 2.6147 -1.7259 -0.4375  0.240
C4 3.4353 -0.7767 -1.3657  -1.069
C5 3.5795 0.6875 -0.8195  0.780
C6 3.0320 1.7777 -1.7052  0.112
C7 3.1080 3.2292 -1.3832  -0.391
C8 3.7712 3.6322 -0.1083  -0.624
C9 4.2928 2.5597 0.8040  -0.568
C10 4.2123 1.0913 0.4701  -0.319
N2 1.2549 -2.0748 -0.4778  0.405
C11 0.3656 -1.4744 -1.5154  -0.085
C12 -1.0423 -0.9671 -0.9650  -0.012
C13 -2.1597 -1.5274 -1.9686  -0.740
C14 -3.5392 -0.7140 -1.8789  -0.619
S2 -4.9002 -1.8948 -1.4757  -0.198
C15 -5.5939 -1.2556 0.0938  0.480
N3 -4.8055 -0.5060 0.9437  0.035
N4 -5.6534 -0.1920 1.9711  -0.649
C16 -6.8931 -0.7424 1.7757  0.079
O3 -6.8848 -1.4596 0.5653  -0.288
C17 0.8797 -3.0221 0.5356  0.546
N5 -0.4189 -3.6067 0.7337  -0.414
C18 -0.9217 -3.2290 1.8461  0.701
O4 -1.6417 -2.7161 2.5979  -0.367
H1 4.1379 -5.9973 1.7602  0.337
H2 2.5740 -6.0515 0.8330  0.327
H3 2.6263 -6.8861 2.4504  0.352
H4 4.1530 -2.3576 0.8731  0.361
H5 3.0085 -0.7438 -2.4098  0.217
H6 4.4858 -1.2164 -1.4368  0.476
H7 2.5326 1.4843 -2.6744  -0.052
H8 2.6811 3.9531 -2.1251  0.437
H9 3.8607 4.7331 0.1362  0.377
H10 4.7882 2.9332 1.7516  0.393
H11 4.6179 0.3141 1.1746  0.202
H12 0.8812 -0.5827 -1.9852  -0.131
H13 0.1630 -2.2434 -2.3162  0.181
H14 -1.0794 0.1705 -0.9362  0.051
H15 -1.2901 -1.3202 0.0773  0.037
H16 -2.4000 -2.6029 -1.7262  0.387
H17 -1.7760 -1.3860 -3.0259  0.255
H18 -3.7514 -0.2788 -2.9074  0.450
H19 -3.4826 0.1786 -1.1807  0.384
H20 -7.7943 -0.6466 2.4480  0.362
O5 3.4306 5.2048 3.2052  -0.633
C19 2.6432 4.6890 3.9828  0.711
N6 1.3775 4.3793 3.5963  -0.285
C20 2.9982 4.3569 5.4077  -0.876
H21 0.6984 3.9544 4.2026  0.172
H22 1.1144 4.5901 2.6450  0.119
H23 3.2844 5.2731 5.9255  0.265
H24 3.8357 3.6581 5.4128  0.222
H25 2.1614 3.9019 5.9400  0.315
O6 1.2733 1.3238 -4.3010  -0.719
C21 1.6929 1.2528 -5.4523  0.753
N7 1.6961 2.3355 -6.2581  -0.180
C22 2.2290 -0.0189 -6.0522  -1.011
H26 2.0304 2.3284 -7.2088  0.205
H27 1.3424 3.1983 -5.8763  0.050
H28 1.4463 -0.7787 -6.0334  0.252
H29 3.0823 -0.3585 -5.4629  0.222
H30 2.5524 0.1232 -7.0839  0.402
O7 -0.1783 3.1587 0.6259  -0.647
C23 -0.9258 3.6036 -0.2333  0.818
N8 -0.7085 3.3531 -1.5499  0.055
C24 -2.1286 4.4504 0.0867  -1.023
H31 -1.2955 3.6982 -2.2902  0.086
H32 0.0923 2.7878 -1.7890  -0.096
H33 -1.8017 5.3489 0.6114  0.288
H34 -2.8053 3.8807 0.7250  0.284
H35 -2.6668 4.7489 -0.8145  0.281
O8 4.3094 0.3414 6.5009  -0.639
C25 3.8431 -0.7401 6.1929  0.617
N9 3.8132 -1.1481 4.8939  -0.143
C26 3.2701 -1.7025 7.1987  -0.829
H36 3.4374 -2.0326 4.5931  0.188
H37 4.1913 -0.5203 4.2026  0.086
H38 2.4412 -1.2213 7.7189  0.253
H39 4.0458 -1.9697 7.9170  0.257
H40 2.9030 -2.6151 6.7253  0.251
O9 -3.2370 -7.2986 4.6572  -0.689
C27 -2.9975 -6.1037 4.6256  0.744
N10 -3.0993 -5.3992 3.4654  -0.259
C28 -2.5776 -5.3197 5.8390  -0.962
H41 -2.9121 -4.4138 3.3921  0.119
H42 -3.3793 -5.9035 2.6382  0.197
H43 -1.6518 -5.7414 6.2317  0.259
H44 -3.3601 -5.3893 6.5954  0.278
H45 -2.4104 -4.2668 5.6053  0.306
O10 2.7567 3.9040 -8.4152  -0.676
C29 2.9755 5.1067 -8.4428  0.604
N11 2.8767 5.8081 -9.5986  -0.387
C30 3.3656 5.8965 -7.2221  -0.729
H46 3.0477 6.7962 -9.6676  0.185
H47 2.6171 5.3008 -10.4305  0.238
H48 4.2937 5.4908 -6.8179  0.243
H49 2.5748 5.8123 -6.4751  0.140
H50 3.5169 6.9520 -7.4518  0.333
O11 -0.7695 5.3880 -3.7728  -0.673
C31 -1.5190 5.8332 -4.6291  0.756
N12 -1.3058 5.5836 -5.9480  -0.350
C32 -2.7199 6.6800 -4.3047  -0.895
H51 -1.8967 5.9300 -6.6836  0.178
H52 -0.5082 5.0188 -6.1920  0.147
H53 -2.3906 7.5776 -3.7802  0.257
H54 -3.3948 6.1103 -3.6646  0.220
H55 -3.2613 6.9796 -5.2032  0.354
O12 -8.2918 -9.2311 4.2153  -0.630
C33 -7.4017 -8.3999 4.1829  0.622
N13 -6.1072 -8.7448 4.4081  -0.265
C34 -7.6536 -6.9425 3.8953  -0.710
H56 -5.3417 -8.0899 4.3909  0.187
H57 -5.9117 -9.7139 4.6031  0.184
H58 -8.3313 -6.5430 4.6505  0.240
H59 -8.1097 -6.8484 2.9090  0.233
H60 -6.7304 -6.3594 3.9106  0.177

Forces on the atoms, in the same order (eV/Å):
C 0.2871 0.0834 -1.5679
S 0.2638 -1.6043 2.8841
O -1.1681 -0.0387 -2.4745
O 0.9119 0.8903 -2.1188
C -1.7551 0.8659 -1.4309
N -2.5181 0.6201 -1.7549
C -0.8153 -1.9202 1.8888
C 0.5869 0.0272 0.6503
C -0.4914 3.4284 0.4014
C 0.8070 0.3408 1.6393
C 1.3529 -2.4926 1.9578
C -0.4842 -2.7115 -1.0170
C -0.7536 -0.2206 -1.9083
C -1.1177 2.0730 -1.8410
N 1.2542 0.2630 0.2080
C -1.1995 0.5473 -0.3425
C -0.6116 -0.0851 -0.4287
C -0.2178 1.0984 0.4249
C 0.8328 0.6798 -0.4459
S -1.1027 0.6712 1.1668
C 1.9808 1.4266 1.4255
N -3.7492 -2.3318 -1.9588
N -3.4854 -0.9305 0.4670
C 3.8481 0.9922 -0.5046
O 1.7773 1.0979 0.2849
C 4.2190 0.1758 0.9041
N 1.5877 1.4679 1.8889
C -1.2968 1.0183 -2.0250
O 1.4249 -1.3344 -0.2766
H -1.4601 0.1312 0.4975
H 0.3611 0.2163 1.3983
H 0.3949 1.3126 -0.1520
H -0.5842 -0.2800 0.2055
H 0.3331 -0.1441 1.2498
H -1.3837 0.2813 0.0692
H 0.6397 0.3333 1.2295
H 0.5207 -0.7067 0.9998
H -0.0525 -1.6585 -0.0248
H -0.7243 -0.7921 -1.2182
H -0.3844 1.0426 -0.7368
H -0.3651 -1.2192 0.6106
H 0.4533 0.6865 0.9230
H 0.2001 -1.4501 -0.1008
H 0.4441 0.3942 -1.1341
H 0.6210 1.0255 -0.5133
H -0.3907 -0.4979 1.1910
H -0.0084 -0.6695 1.2782
H -0.2197 -1.3757 -0.5498
H 1.2621 -0.3825 -1.2451
O 0.0720 -0.1121 0.0698
C -0.1834 0.0398 -0.2211
N -0.0009 0.1056 -0.1434
C -0.1495 -0.0986 0.1106
H 0.1490 0.0355 -0.0178
H -0.0488 -0.1834 0.0417
H 0.0984 -0.0836 -0.0632
H 0.0070 0.1152 0.0501
H 0.0878 0.0100 0.0134
O -0.0384 -0.4188 0.1849
C -0.1449 0.6403 -0.2769
N -0.1380 -0.4179 0.1831
C 0.0508 -0.0109 -0.1836
H 0.1147 0.2186 0.0853
H 0.1131 -0.0571 -0.0235
H 0.0840 0.0076 0.0837
H -0.0927 -0.0393 0.0038
H 0.0016 -0.0547 0.0796
O -0.1384 0.0945 0.1135
C 0.2958 -0.1826 -0.2677
N -0.1049 -0.4145 0.1759
C -0.1494 0.0764 -0.1669
H 0.2164 0.2444 0.0679
H -0.0078 0.1352 -0.0651
H -0.0515 -0.1048 0.0602
H 0.0945 0.0871 0.0678
H 0.0274 0.0228 0.0674
O -0.1129 -0.1733 0.0433
C 0.1710 0.3832 -0.0745
N -0.1159 -0.0603 -0.2898
C -0.1144 -0.2649 -0.1038
H 0.1553 0.0300 0.1649
H -0.0173 -0.0048 0.1362
H 0.1411 0.0092 0.0582
H -0.0939 0.1122 0.0229
H 0.0150 0.0244 0.0626
O -0.0931 0.1551 0.0417
C -0.0235 -0.1684 -0.0710
N 0.0191 0.0387 -0.3226
C 0.0610 0.2604 -0.0487
H -0.1290 -0.1596 0.2279
H -0.0176 0.0329 0.0888
H -0.1317 -0.0473 0.0485
H 0.1127 -0.0953 -0.0026
H 0.0018 -0.0477 0.0571
O -0.0563 0.0664 0.0854
C -0.0024 0.0551 -0.3257
N -0.0784 -0.1201 -0.0640
C 0.0444 0.1995 -0.0519
H 0.0238 -0.1115 0.0995
H 0.0478 0.0687 0.0483
H -0.1286 -0.0403 0.0515
H 0.1199 -0.0495 0.0306
H -0.0071 -0.0607 0.0758
O -0.2165 -0.0012 -0.1139
C 0.1766 -0.0939 -0.0744
N 0.1132 -0.0530 -0.0447
C -0.1168 0.0807 -0.2061
H 0.0165 0.0042 0.1418
H -0.1130 0.0521 -0.0341
H -0.0405 -0.1202 0.0724
H 0.0811 0.0983 0.0501
H -0.0095 0.0053 0.0928
O -0.0431 0.2870 -0.0660
C 0.0920 -0.5497 0.1146
N 0.0826 0.0735 -0.0417
C 0.1822 0.2213 -0.0203
H 0.0217 -0.0833 0.0471
H -0.0154 0.1031 -0.0051
H -0.0483 -0.0504 -0.1256
H -0.0886 -0.0123 0.1196
H -0.0533 0.0070 0.0012

For the HOMO energy, the calculation gives -10.48 eV. As for the total energy: -101836.2715 eV. The total charge is +1. The calculation puts the orbital gap at 0.265 Eh.

=====

Q: Which formula does entry 1 have?
A: C34H60IN5O8S

=====

Q: The lowest orbital gap belongs to which entry?
A: C34H60N13O12S2